1.
C28H43BrGeI2N3O5Si3Ti | ωB97M-V/def2-TZVPD

The strongest force on any atom is 2.08 eV Å⁻¹. As for the highest occupied orbital energy (spin up / spin down): -1.504 / -1.502 eV. Its HOMO-LUMO gap (spin up / spin down) is 5.102 / 5.101 eV. The calculation puts the molar mass at 1040.115 g mol⁻¹. Its energy relative to the best compared isomer or geometry (same formula, charge and spin) is 32.5 kcal/mol. The LUMO energy (spin up / spin down) is 3.599 / 3.599 eV.

ORCA input file:
```
! wB97M-V def2-TZVPD RIJCOSX def2/J DEFGRID3
* xyz -2 2
Ti -0.411 -0.264 0.377
O -2.008 0.766 -0.193
N -3.044 0.593 0.493
N -2.937 -0.395 1.248
O -1.889 -1.193 1.122
C -3.933 -0.731 2.230
C -3.637 -1.765 3.096
C -4.576 -2.098 4.062
C -5.773 -1.406 4.151
C -6.036 -0.361 3.274
C -5.113 -0.011 2.304
H -2.681 -2.266 3.020
H -4.353 -2.897 4.757
H -6.497 -1.668 4.911
H -6.959 0.199 3.348
H -5.294 0.811 1.628
C 1.804 -1.341 -5.239
Si 1.823 -1.387 -3.346
C 3.506 -0.686 -2.872
C 1.816 -3.204 -2.848
Ge 0.036 -0.205 -2.321
Si -1.820 -1.570 -3.031
C -1.732 -2.300 -4.777
C -2.069 -3.098 -1.943
C -3.444 -0.603 -2.998
Si -0.261 1.686 -3.713
C -0.978 1.308 -5.424
C 1.395 2.511 -4.051
C -1.408 2.954 -2.909
H 2.575 -2.013 -5.629
H 2.017 -0.336 -5.609
H 0.844 -1.645 -5.653
H 4.290 -1.142 -3.486
H 3.746 -0.882 -1.826
H 3.540 0.397 -3.017
H 2.675 -3.723 -3.284
H 0.906 -3.702 -3.189
H 1.865 -3.315 -1.761
H -0.885 -2.978 -4.888
H -1.650 -1.531 -5.545
H -2.648 -2.871 -4.964
H -1.403 -3.898 -2.274
H -3.101 -3.452 -2.035
H -1.872 -2.928 -0.883
H -3.404 0.243 -3.687
H -3.671 -0.201 -2.011
H -4.266 -1.257 -3.306
H -0.419 0.524 -5.935
H -0.940 2.213 -6.040
H -2.019 0.988 -5.360
H 2.057 1.848 -4.613
H 1.908 2.782 -3.128
H 1.247 3.424 -4.636
H -2.408 2.906 -3.348
H -1.022 3.967 -3.048
H -1.516 2.776 -1.838
O 0.202 -2.407 2.840
H 0.602 -1.666 3.310
H 0.891 -2.705 2.223
Br 8.294 0.639 0.870
C 6.491 0.023 0.811
C 6.236 -1.320 1.050
C 4.909 -1.704 1.034
C 3.863 -0.823 0.766
C 4.145 0.533 0.506
C 5.497 0.938 0.559
C 2.476 -1.472 0.754
O 2.392 -2.682 0.964
O 1.466 -0.721 0.529
H 7.029 -2.023 1.250
H 4.640 -2.736 1.215
H 2.254 1.259 0.670
H 5.739 1.983 0.453
I -0.139 1.444 2.508
I -0.314 4.197 5.479
N 3.164 1.469 0.286
C 3.266 2.692 -0.381
C 2.309 3.666 -0.080
C 2.336 4.888 -0.726
C 3.301 5.164 -1.688
C 4.228 4.185 -2.009
C 4.216 2.953 -1.368
H 1.559 3.455 0.674
H 1.595 5.633 -0.464
H 3.324 6.125 -2.185
H 4.967 4.366 -2.780
H 4.913 2.186 -1.677
*
```

These are the Mulliken partial charges, in e, on atoms 1 to 4:
1 Ti 0.153
2 O 0.182
3 N -1.140
4 N 1.445

2.
C5H7NO | ωB97M-V/def2-TZVPD

The strongest force on any atom is 1.01 eV Å⁻¹. As for the highest occupied orbital energy: -9.074 eV. Its HOMO-LUMO gap is 9.872 eV. The structure (SMILES) is C=C=NCC(=C)O. The calculation puts the molar mass at 97.117 g mol⁻¹. Its energy relative to the best compared isomer or geometry (same formula, charge and spin) is 56.2 kcal/mol. The LUMO energy is 0.798 eV.

ORCA input file:
```
! wB97M-V def2-TZVPD RIJCOSX def2/J DEFGRID3
* xyz 0 1
C 2.098 -0.465 -1.097
C 1.674 -0.361 0.140
N 1.213 -0.276 1.275
C -0.247 -0.085 1.324
C -0.948 0.387 0.070
C -1.998 -0.246 -0.455
O -0.539 1.588 -0.439
H 2.022 -1.433 -1.585
H 2.464 0.401 -1.642
H -0.685 -1.033 1.643
H -0.461 0.659 2.096
H -2.604 0.228 -1.221
H -2.290 -1.215 -0.066
H 0.302 1.852 -0.044
*
```

These are the natural (NBO) partial charges, in e, on atoms 1 to 4:
1 C -0.627
2 C 0.400
3 N -0.433
4 C -0.298

3.
C4H13NO3 | ωB97M-V/def2-TZVPD

The strongest force on any atom is 4.15 eV Å⁻¹. As for the highest occupied orbital energy: -9.069 eV. Its HOMO-LUMO gap is 9.526 eV. The structure (SMILES) is CN(C)CC=O.O.O. The calculation puts the molar mass at 123.152 g mol⁻¹. Its energy relative to the best compared isomer or geometry (same formula, charge and spin) is 66.7 kcal/mol. The LUMO energy is 0.457 eV.

ORCA input file:
```
! wB97M-V def2-TZVPD RIJCOSX def2/J DEFGRID3
* xyz 0 1
C 0.172 0.348 -0.616
N -0.937 -0.022 0.221
C -0.650 0.193 1.627
C -1.266 -1.503 -0.039
C -2.761 -1.583 -0.305
O -3.138 -2.655 -0.721
H 1.100 -0.277 -0.527
H -0.127 0.156 -1.659
H 0.367 1.401 -0.457
H -0.752 1.228 1.946
H 0.221 -0.313 2.075
H -1.412 -0.309 2.284
H -1.027 -2.008 0.894
H -0.555 -1.783 -0.799
H -3.464 -0.754 -0.106
O 2.320 1.660 -2.521
H 1.561 1.101 -2.711
H 1.941 2.207 -1.819
O 2.465 0.966 1.300
H 3.374 0.745 1.549
H 2.569 1.201 0.383
*
```

These are the natural (NBO) partial charges, in e, on atoms 1 to 4:
1 C -0.421
2 N -0.446
3 C -0.434
4 C -0.331

- Which formula does entry 1 have?
  C28H43BrGeI2N3O5Si3Ti

- The lowest molar mass belongs to which entry?
  C5H7NO

- Which of these has the highest energy relative to the best compared isomer or geometry (same formula, charge and spin)?
  C4H13NO3